No. 1
Density functional theory data (the ωB97M-V functional and the def2-TZVPD basis) for 2 unconnected molecules or ions with the total composition C6H16 at a distorted geometry.

- SMILES: CC(C)C.CC
- Frontier orbital gap: 11.98 eV
- LUMO level: 1.055 eV
- Spin multiplicity: 1
- ΔE to the lowest compared entry with this formula, charge and spin: 106.1 kJ/mol
- Energy: -238.1561 hartree

```
22
Properties=species:S:1:pos:R:3:forces:R:3:mulliken_charge:R:1
C -0.9654 -0.0721 2.7856 -1.532 -0.861 -1.611 -1.603
C -0.2258 -0.1091 1.4296 -0.654 0.617 0.146 1.105
C 0.0567 1.3047 0.9294 1.503 1.017 -0.096 -1.554
C 0.8983 -1.1440 1.4767 0.667 0.556 0.517 -1.310
H -0.3807 -0.0415 3.6839 0.597 0.253 0.229 0.386
H -1.5324 -1.0140 2.7703 0.063 0.070 0.614 0.406
H -1.7375 0.7055 2.7731 0.269 0.073 0.210 0.388
H -0.9370 -0.4513 0.6640 -0.051 -0.324 0.479 0.097
H -0.7130 1.6896 0.2670 -0.279 -0.178 -0.082 0.360
H 0.1580 2.0821 1.6969 -0.063 -0.381 0.305 0.381
H 1.0016 1.3992 0.3669 -0.273 -0.295 0.017 0.373
H 1.8633 -0.7657 1.1250 -0.226 -0.030 -0.440 0.334
H 1.1295 -1.4283 2.5126 -0.309 -0.165 -0.191 0.400
H 0.5919 -2.0150 0.9131 0.285 -0.312 -0.044 0.254
C 0.2244 -0.4962 -2.3244 -2.272 0.982 -0.219 -0.420
C -0.0529 0.4341 -3.5311 2.441 -1.354 -0.306 -1.033
H -0.5964 -1.2249 -2.2420 0.890 -0.681 -0.318 0.328
H 1.2528 -0.8232 -2.2932 -0.051 -0.515 0.140 0.339
H -0.0364 0.1129 -1.4586 0.719 0.111 0.272 -0.148
H -1.0732 0.7932 -3.5403 0.241 0.651 -0.091 0.326
H 0.8338 1.0800 -3.5106 -1.013 1.333 0.307 0.278
H 0.2405 -0.0162 -4.4941 -0.950 -0.567 0.162 0.314
```
Positions in Å, forces in eV/Å.


No. 2
Density functional theory data (the ωB97M-V functional and the def2-TZVPD basis) for a molecular structure, C26H39NOP2SiW at a distorted geometry.

- Charge: +2
- Frontier orbital gap: 5.87 eV
- LUMO level: -8.538 eV
- Spin multiplicity: 1
- Energy: -2182.7486 hartree

```
71
Properties=species:S:1:pos:R:3:forces:R:3:mulliken_charge:R:1
W -0.4290 0.3063 -0.8435 -0.153 -1.296 2.931 0.137
Si 0.1523 -1.7425 -2.0169 1.551 -2.904 -2.461 0.537
P 0.4529 1.5294 -2.7220 -0.045 0.437 -1.736 0.720
N -2.1439 0.6798 -1.0076 2.131 -0.250 0.090 0.379
H 0.8337 1.3270 -0.3605 -0.539 1.318 0.169 -0.173
C 0.7860 3.3099 -2.6127 -0.031 0.147 0.278 -1.159
H 0.9494 3.6787 -3.6428 -0.076 -0.103 0.529 0.479
H 1.6829 3.4850 -1.9989 -0.270 -0.042 -0.251 0.373
H -0.0613 3.8365 -2.1492 0.257 -0.142 -0.206 0.348
C 1.8888 0.9141 -3.6529 0.222 -0.120 0.117 -1.152
H 1.9885 1.5695 -4.5326 0.044 -0.250 0.263 0.515
H 1.7642 -0.1258 -3.9797 -0.098 0.286 0.080 0.306
H 2.7968 0.9693 -3.0382 -0.239 0.056 -0.178 0.238
C -0.9355 1.4265 -3.9088 0.254 0.254 -0.321 -1.282
H -0.5990 1.9899 -4.7909 -0.333 -0.195 0.030 0.498
H -1.8371 1.8906 -3.4910 0.262 -0.051 -0.093 0.351
H -1.1607 0.3913 -4.1932 0.143 0.252 0.088 0.299
C 1.8408 -2.6344 -2.0972 0.240 0.609 0.345 -0.942
H 2.2281 -2.8759 -1.1089 -0.033 -0.006 0.068 0.218
H 2.6129 -2.0686 -2.6189 -0.071 -0.026 -0.009 0.271
H 1.6686 -3.5683 -2.6348 -0.201 0.074 -0.040 0.446
H -0.5550 -2.9127 -1.4466 -0.904 0.383 0.168 -0.215
H -0.0926 -1.7495 -3.5005 -0.587 0.340 0.259 -0.185
C -3.4710 0.4415 -1.1374 0.306 0.136 -0.160 0.587
C -5.6520 1.2384 -0.7277 -0.346 -0.704 -0.319 -0.720
C -4.3047 1.3582 -0.4960 0.308 -0.261 -0.480 -0.165
C -3.8701 -0.6549 -1.9195 -0.170 0.489 0.047 0.088
C -5.2261 -0.7705 -2.1662 -0.338 0.240 0.364 -0.777
C -6.0995 0.1771 -1.5685 -0.231 0.144 0.064 -0.376
H -6.3228 1.9515 -0.2600 -0.227 -0.284 -0.235 0.434
H -3.7610 2.1027 0.0913 -0.801 0.043 -0.099 0.351
H -3.0797 -1.3150 -2.3013 -0.612 0.197 -0.026 0.291
H -5.5911 -1.5858 -2.8039 -0.058 0.496 0.396 0.421
H -7.1828 0.0880 -1.7568 0.701 0.051 0.092 0.388
C 3.3728 0.1744 0.0767 -0.774 -0.669 0.202 0.676
O 2.4786 -0.3309 -0.6175 -0.334 1.110 0.703 -0.289
C 3.1174 0.8919 1.3811 0.327 0.423 0.238 -0.586
H 4.0322 1.4018 1.7240 -0.372 -0.101 -0.198 0.462
H 2.8752 0.1637 2.1662 0.075 -0.055 -0.361 -0.031
H 2.2825 1.6081 1.3766 0.231 -0.251 -0.309 0.170
C 4.7822 -0.0993 -0.3310 -0.370 -0.254 -0.378 -1.380
H 5.3403 0.8381 -0.4963 0.007 -0.502 0.350 0.376
H 4.6629 -0.6530 -1.2708 0.587 0.079 0.223 0.317
H 5.2240 -0.7595 0.4458 0.104 0.608 -0.444 0.378
C -1.8247 -1.0768 2.9630 -1.197 0.142 -1.168 -1.256
P -0.6060 -0.5100 1.6492 0.632 -0.407 3.084 0.271
C -0.2773 1.1002 2.5928 0.255 -0.147 -0.065 0.612
C -1.0225 2.1997 2.1215 0.271 -0.094 -0.580 0.218
C -0.8449 3.4693 2.6765 -0.383 0.083 0.288 -0.551
C -0.0145 3.6500 3.7873 -0.001 -0.282 -0.456 -0.647
C 0.6557 2.5351 4.3044 -0.013 0.078 0.206 -0.592
C 0.5113 1.2566 3.7511 -0.072 0.141 -0.627 -0.342
C 0.4206 -2.0863 1.9224 0.279 0.524 -0.494 1.263
C 1.5880 -2.2324 2.6791 0.110 -0.101 -0.271 -0.484
C 2.2226 -3.4809 2.7523 0.217 -0.056 0.219 -0.633
C 1.7282 -4.6025 2.0858 -0.247 0.439 -0.143 -0.680
C 0.5539 -4.4417 1.3378 -0.009 -0.415 0.184 -0.623
C -0.1217 -3.2201 1.2851 0.164 0.094 -0.086 -0.971
H -2.5939 -0.3159 3.0968 0.021 -0.018 0.069 0.456
H -1.2892 -1.2343 3.9063 0.212 0.133 -0.458 0.436
H -2.3063 -1.9988 2.6415 0.023 -0.079 0.160 0.501
H -1.7407 2.0823 1.2805 0.671 0.066 0.583 -0.320
H -1.4010 4.3180 2.2603 0.227 -0.387 0.221 0.424
H 0.1009 4.6503 4.2287 0.029 -0.624 -0.201 0.411
H 1.3153 2.6819 5.1588 -0.217 -0.181 -0.104 0.432
H 1.0161 0.3977 4.2047 -0.088 0.394 -0.194 0.423
H 2.0308 -1.3884 3.2092 -0.171 -0.267 -0.129 0.159
H 3.1358 -3.5865 3.3428 -0.318 0.147 -0.116 0.442
H 2.2404 -5.5798 2.1537 -0.393 0.753 -0.099 0.413
H 0.1569 -5.3133 0.8133 -0.053 0.346 0.132 0.437
H -1.0730 -3.1659 0.7345 0.514 0.015 0.256 0.576
```
Positions in Å, forces in eV/Å.


No. 3
Density functional theory data (the ωB97M-V functional and the def2-TZVPD basis) for a molecular structure, C23H38N3O4PS at a distorted geometry.

- Charge: +2
- Frontier orbital gap: 5.49 eV
- LUMO level: -7.509 eV
- Spin multiplicity: 1
- Energy: -2103.3358 hartree

```
70
Properties=species:S:1:pos:R:3:forces:R:3:mulliken_charge:R:1
C -6.4849 -2.5913 2.6757 0.082 -0.272 -0.132 -1.280
C -5.9601 -2.9216 1.2781 -0.041 0.094 0.204 -0.276
C -5.2528 -4.2808 1.2104 -0.020 0.500 -0.297 -0.787
C -4.1781 -4.3519 0.1116 -0.577 -0.117 0.117 -0.514
C -3.0600 -5.3632 0.3970 0.268 0.161 0.099 -1.015
C -1.6354 -4.7590 0.4004 -0.434 0.175 -0.293 0.257
C -0.7399 -5.3630 -0.6783 0.160 0.236 0.009 -0.804
C 0.7891 -5.1589 -0.5461 -0.277 -0.239 0.077 -0.817
C 1.3400 -4.4566 0.6894 -0.370 0.074 -0.362 -1.160
C 1.1877 -2.9554 0.8382 1.255 -0.100 0.917 -0.079
O -0.0264 -2.4541 1.4262 -0.173 0.482 -0.499 -0.281
S 0.1354 -0.8775 1.5324 -0.971 -0.821 0.860 1.364
O -1.1012 -0.2574 1.2825 -0.141 0.319 -0.495 -0.566
O 0.7828 -0.5427 2.7583 0.860 0.208 -0.012 -0.720
O 1.2179 -0.6983 0.3582 0.254 -0.077 -0.201 -0.262
C 1.5103 -1.9934 -0.2884 -0.564 0.179 -0.163 0.083
P 0.4532 -1.8810 -1.8290 -0.684 0.384 -0.040 0.183
N -0.9036 -1.1593 -1.5737 0.264 -0.361 -0.230 -0.639
H -6.7022 -1.5326 2.7805 -0.158 0.096 0.000 0.372
H -5.7391 -2.8546 3.4242 0.080 0.062 0.108 0.336
H -7.3816 -3.1632 2.9035 -0.113 0.002 0.068 0.313
H -6.7912 -2.8974 0.5742 -0.005 0.070 -0.165 0.303
H -5.2742 -2.1274 0.9795 0.143 -0.002 -0.074 0.302
H -4.7911 -4.4681 2.1789 0.031 -0.155 0.105 0.417
H -6.0129 -5.0354 1.0171 0.073 -0.321 0.285 0.245
H -3.7825 -3.3455 -0.0216 0.241 0.055 -0.014 0.258
H -4.6903 -4.6053 -0.8164 0.105 0.058 -0.201 0.351
H -3.2331 -5.8027 1.3769 -0.095 -0.170 0.043 0.430
H -3.0978 -6.1787 -0.3216 -0.038 -0.121 -0.046 0.441
H -1.7485 -3.6940 0.1964 0.168 0.102 0.111 -0.214
H -1.2001 -4.8256 1.3943 0.083 -0.182 0.065 0.315
H -1.0550 -4.9283 -1.6290 -0.114 -0.106 -0.148 0.203
H -0.9441 -6.4272 -0.7644 0.028 -0.123 0.063 0.491
H 1.1677 -4.6580 -1.4344 0.167 0.003 -0.040 0.290
H 1.2615 -6.1388 -0.5672 0.072 -0.082 0.016 0.416
H 2.4185 -4.6190 0.6862 0.114 0.049 0.039 0.490
H 0.9868 -4.9030 1.6159 -0.089 -0.077 0.059 0.411
H 1.9519 -2.7006 1.5866 0.056 -0.065 0.027 0.395
H 2.5761 -2.0416 -0.4983 0.085 0.160 -0.139 0.383
H 0.3889 -3.1496 -2.4124 0.382 -0.067 -0.036 0.104
H 1.3282 -1.1444 -2.6525 0.271 -0.158 0.065 0.060
H -1.6752 -1.7627 -1.8381 -0.242 0.212 0.171 0.271
C 3.4352 1.4473 2.5614 -0.081 0.056 -0.020 -0.641
N 3.2109 2.5709 1.6162 -0.049 -0.111 0.001 0.101
C 4.0628 3.6080 1.5974 0.007 0.036 0.000 -0.420
C 3.8756 4.6570 0.7298 -0.008 0.128 -0.014 -0.617
C 2.7907 4.6402 -0.1451 0.044 -0.097 0.027 0.771
C 1.9208 3.5575 -0.1004 -0.002 0.070 -0.118 -0.880
C 2.1532 2.5349 0.7930 -0.055 -0.008 0.035 -0.210
C 2.5651 5.7472 -1.1118 -0.049 0.058 -0.026 0.679
C 2.4796 5.4926 -2.4765 -0.028 -0.078 0.046 -0.719
C 2.2343 6.5288 -3.3491 -0.007 -0.021 0.000 -0.093
N 2.0722 7.7817 -2.8999 -0.007 0.043 -0.101 -0.016
C 2.1653 8.0565 -1.5886 -0.009 0.022 0.035 -0.359
C 2.4136 7.0613 -0.6749 0.060 -0.033 0.094 -0.614
C 1.7703 8.8872 -3.8442 0.023 -0.029 0.056 -0.861
H 3.4596 1.8425 3.5732 0.019 0.004 0.017 0.396
H 4.3728 0.9541 2.3188 0.032 0.055 -0.029 0.367
H 2.6041 0.7590 2.4568 -0.036 -0.142 0.127 0.078
H 4.8891 3.5716 2.2930 0.003 -0.040 0.015 0.490
H 4.5840 5.4734 0.7374 0.016 0.003 -0.008 0.557
H 1.0510 3.5006 -0.7403 -0.013 -0.025 -0.003 0.541
H 1.5002 1.6768 0.8666 0.039 -0.018 0.011 0.420
H 2.6075 4.4955 -2.8734 -0.009 -0.012 -0.010 0.519
H 2.1591 6.3763 -4.4155 -0.012 0.037 -0.022 0.399
H 2.0269 9.0883 -1.2976 -0.012 0.020 -0.027 0.493
H 2.4669 7.3177 0.3739 -0.005 0.002 0.012 0.520
H 2.5302 9.6562 -3.7373 0.002 0.016 -0.003 0.381
H 0.7877 9.2863 -3.6074 -0.008 0.020 -0.005 0.378
H 1.7768 8.4999 -4.8567 0.007 -0.016 -0.015 0.273
```
Positions in Å, forces in eV/Å.


No. 4
Density functional theory data (the ωB97M-V functional and the def2-TZVPD basis) for a molecular structure, C2H4F2S at a distorted geometry.

- Frontier orbital gap (spin up / spin down): 4.71 / 7.91 eV
- LUMO level (spin up / spin down): 0.812 / -3.149 eV
- Spin multiplicity: 3
- ΔE to the lowest compared entry with this formula, charge and spin: 337.3 kJ/mol
- Energy: -676.2603 hartree

```
9
Properties=species:S:1:pos:R:3:forces:R:3:mulliken_charge:R:1
C -0.3917 -0.1403 0.0796 3.888 3.066 -3.411 -0.885
C 1.4688 0.3548 -0.2335 -2.762 -2.188 -1.305 0.405
F 1.5035 1.6664 -0.2643 0.231 1.088 -0.303 -0.235
F 2.2168 -0.0641 0.7575 0.560 -0.440 0.925 -0.235
S -1.4129 1.3774 0.1824 -0.449 0.251 -0.992 -0.214
H -0.6042 -0.7274 -0.7368 -0.601 -1.568 -1.771 0.343
H -0.3406 -0.5508 0.9739 0.176 -2.065 4.085 0.393
H 1.7696 -0.1443 -1.2056 -0.311 0.822 1.008 0.217
H -1.5540 1.6394 1.4844 -0.732 1.034 1.764 0.210
```
Positions in Å, forces in eV/Å.